Model i:
Below is C2H3Cl2F in the gas phase, with properties calculated with the ωB97M-V functional and the def2-TZVPD basis.

Last column: Mulliken charge in e.
CARTESIAN COORDINATES (ANGSTROEM)
F  0.1023  1.3300  -0.8453  -0.284
C  -0.7177  0.2391  -0.2338  -0.377
C  0.5131  -0.3571  0.3896  0.146
Cl  1.6224  -1.1618  -0.8618  -0.182
Cl  1.2684  0.8291  1.1474  -0.105
H  -1.4477  -0.3477  -0.8920  0.250
H  -1.5104  0.7303  0.2425  0.270
H  0.1698  -1.2619  1.0534  0.283

Calculated values
2S+1: 1
Lowest unoccupied orbital energy, eV: 0.73
Structure (SMILES): FCC(Cl)Cl

***

Model ii:
Below is 2 unconnected molecules or ions with the total composition C2H3Cl2F, with properties calculated with the ωB97M-V functional and the def2-TZVPD basis.

Last column: Mulliken charge in e.
CARTESIAN COORDINATES (ANGSTROEM)
C  -0.2394  -0.7007  -0.0368  -0.987
C  0.3957  0.5244  -0.0350  0.676
H  -0.3986  -1.2422  -1.3973  0.269
H  -0.0420  -1.6276  0.8717  0.291
H  -1.4245  -0.2638  0.3783  0.280
F  0.1582  1.0589  -1.3374  -0.210
Cl  -0.5310  1.7034  0.9935  -0.183
Cl  2.0816  0.5476  0.5631  -0.136

Calculated values
2S+1: 1
Lowest unoccupied orbital energy, eV: 0.54

***

Most stable to least stable: model i, model ii

***

Model i:
Below is C5H9O2P in the gas phase, with properties calculated with the ωB97M-V functional and the def2-TZVPD basis.

Last column: Mulliken charge in e.
CARTESIAN COORDINATES (ANGSTROEM)
C  -1.6889  1.0179  -1.2233  -1.585
C  -0.6828  -0.1184  -0.8010  1.751
O  -1.2512  -1.4447  -1.0049  -0.570
C  -0.2430  -0.0530  0.6729  -0.922
C  1.1073  0.1647  0.5237  0.150
O  2.3550  0.2800  1.1554  -0.367
P  2.6103  -0.4428  2.5965  -0.010
C  0.7623  -0.0517  -1.3230  -1.203
H  -2.5972  0.6467  -1.1278  0.473
H  -1.5475  1.3751  -2.1885  0.353
H  -1.6070  1.8089  -0.4587  0.366
H  -2.0808  -1.4177  -0.5700  0.348
H  -0.9457  -0.1592  1.3907  0.460
H  1.7858  -1.6193  2.3421  0.060
H  1.7826  0.1881  3.4972  0.049
H  1.0679  0.8281  -1.9945  0.284
H  1.1728  -1.0028  -1.4867  0.363

Calculated values
2S+1: 1
Lowest unoccupied orbital energy, eV: 0.78
Structure (SMILES): C[C@]1(O)C=C(OP)C1

***

Model ii:
Below is C5H9O2P in the gas phase, with properties calculated with the ωB97M-V functional and the def2-TZVPD basis.

Last column: Mulliken charge in e.
CARTESIAN COORDINATES (ANGSTROEM)
C  -1.6608  0.4874  1.5376  -0.911
C  -1.3932  0.4874  0.2542  0.674
C  -2.3902  0.0296  -0.7629  -1.204
O  -0.2201  1.1031  -0.3166  -0.361
C  1.1238  0.7237  -0.2649  0.625
O  2.0139  1.5441  -0.4380  -0.542
C  1.4068  -0.7589  -0.0511  -0.795
P  3.2977  -0.9736  0.3684  -0.033
H  -2.5918  0.2951  1.9771  0.354
H  -1.0077  0.9954  2.2230  0.306
H  -3.3810  0.0113  -0.3905  0.405
H  -2.1342  -0.8526  -1.1858  0.293
H  -2.4098  0.8722  -1.5883  0.277
H  0.8321  -1.0160  0.8104  0.434
H  1.3538  -1.2095  -1.0493  0.378
H  3.6813  0.1805  -0.5204  0.067
H  3.4794  -1.9192  -0.6029  0.033

Calculated values
2S+1: 1
Lowest unoccupied orbital energy, eV: 0.72
Structure (SMILES): C=C(C)OC(=O)CP

***

Most stable to least stable: model ii, model i

***

Model i:
Below is C5H16N4 in the gas phase, with properties calculated with the ωB97M-V functional and the def2-TZVPD basis.

Last column: Mulliken charge in e.
CARTESIAN COORDINATES (ANGSTROEM)
C  2.1656  2.1369  0.2845  -0.990
N  1.0767  1.2127  0.0537  -0.247
C  -0.1361  1.5896  0.7562  -0.752
C  -1.2200  0.4939  0.6491  -0.837
N  -0.6542  -0.8232  0.3966  0.185
C  -1.3913  -1.8532  1.1049  -0.954
N  -0.6578  -1.2002  -1.0565  -0.111
C  0.4955  -2.0536  -1.2903  -0.739
N  -0.5656  -0.1368  -1.9507  -0.768
H  3.0594  1.7678  -0.2191  0.325
H  2.3932  2.2839  1.3514  0.298
H  1.8998  3.1073  -0.1430  0.297
H  1.3359  0.2809  0.3755  0.234
H  0.0721  1.7848  1.8235  0.446
H  -0.5061  2.5231  0.3193  0.376
H  -1.9606  0.7678  -0.1147  0.294
H  -1.7565  0.4569  1.5992  0.503
H  -1.2808  -1.6854  2.1755  0.397
H  -2.4570  -1.8673  0.8485  0.349
H  -0.9730  -2.8282  0.8641  0.206
H  0.4413  -2.3809  -2.3262  0.318
H  1.4447  -1.5244  -1.1331  0.289
H  0.4583  -2.9219  -0.6376  0.230
H  0.1708  0.5297  -1.6964  0.384
H  -1.4544  0.3400  -2.0344  0.268

Calculated values
2S+1: 1
Lowest unoccupied orbital energy, eV: 1.07
Structure (SMILES): CNCCN(C)N(C)N

***

Model ii:
Below is 2 unconnected molecules or ions with the total composition C5H16N4, with properties calculated with the ωB97M-V functional and the def2-TZVPD basis.

Last column: Mulliken charge in e.
CARTESIAN COORDINATES (ANGSTROEM)
C  0.0491  -2.1223  2.1672  -1.765
C  0.1227  -0.9711  1.1569  1.068
C  -0.4679  0.3161  1.7407  -1.475
N  1.5069  -0.7157  0.7120  -0.614
N  -0.4748  -1.4075  -0.1036  -0.749
H  0.4681  -3.0292  1.7342  0.408
H  0.6014  -1.8723  3.0721  0.374
H  -0.9870  -2.3203  2.4347  0.400
H  -0.4424  1.1034  0.9919  0.290
H  -1.4976  0.1476  2.0497  0.378
H  0.1097  0.6386  2.6054  0.358
H  1.5282  -1.4747  -0.0480  0.418
H  2.1616  -0.7669  1.4843  0.217
H  -1.4327  -1.7061  0.0447  0.300
H  -0.5199  -0.6007  -0.7609  0.496
C  -1.5768  1.3625  -2.5930  -1.073
N  -0.4953  1.0041  -1.7209  -0.333
C  0.5900  1.6823  -1.7545  -0.166
N  1.5971  1.4711  -0.8924  -0.331
H  -1.3309  2.1919  -3.2718  0.325
H  -1.8593  0.4944  -3.1941  0.295
H  -2.4469  1.6488  -1.9959  0.283
H  0.7419  2.4880  -2.4907  0.303
H  1.5727  0.5542  -0.2412  0.386
H  2.4821  1.8839  -1.1267  0.208

Calculated values
2S+1: 1
Lowest unoccupied orbital energy, eV: 1.06
Structure (SMILES): CC(C)(N)N.C/N=C/N

***

Most stable to least stable: model ii, model i